{"formula": "C23H22N5O5S2Tl", "method": "wB97M-V/def2-TZVPD", "orbital_gap_ha": [0.249, 0.212], "homo_energy_ev": [-4.3, -4.8], "charge": -1, "spin_multiplicity": 2, "s_squared": 0.7649, "e_lumo_ev": [2.418, 0.908], "elements": ["Tl", "C", "N", "C", "C", "C", "C", "C", "C", "N", "C", "C", "C", "C", "C", "C", "N", "C", "C", "C", "C", "C", "N", "H", "H", "H", "H", "H", "H", "H", "H", "H", "H", "H", "H", "H", "H", "H", "H", "H", "H", "O", "S", "O", "O", "O", "O", "N", "C", "C", "C", "C", "C", "S", "H", "H", "H", "H"], "xyz": [[-1.566, 0.811, 0.545], [-0.073, -1.258, -2.384], [0.269, -1.224, -0.960], [1.692, -0.984, -0.693], [2.223, 0.266, -1.354], [3.348, 0.227, -2.175], [3.736, 1.380, -2.838], [2.985, 2.531, -2.669], [1.897, 2.483, -1.807], [1.540, 1.385, -1.157], [-0.199, -2.430, -0.301], [-0.196, -2.399, 1.200], [-0.287, -3.601, 1.900], [-0.434, -3.573, 3.272], [-0.498, -2.346, 3.914], [-0.393, -1.200, 3.149], [-0.214, -1.225, 1.828], [-1.437, -0.682, -2.733], [-2.293, -1.382, -3.570], [-3.488, -0.795, -3.951], [-3.788, 0.474, -3.492], [-2.881, 1.093, -2.647], [-1.726, 0.542, -2.294], [-0.025, -2.287, -2.770], [0.666, -0.674, -2.933], [2.302, -1.840, -1.029], [1.801, -0.887, 0.389], [3.902, -0.696, -2.296], [4.600, 1.376, -3.491], [3.237, 3.446, -3.188], [1.290, 3.359, -1.616], [0.342, -3.320, -0.666], [-1.263, -2.515, -0.554], [-0.277, -4.540, 1.360], [-0.521, -4.495, 3.834], [-0.654, -2.280, 4.982], [-0.494, -0.212, 3.581], [-2.041, -2.384, -3.892], [-4.181, -1.328, -4.589], [-4.714, 0.964, -3.756], [-3.087, 2.074, -2.233], [-5.143, -1.459, 0.695], [-3.853, -0.811, 0.504], [-3.078, -0.762, 1.789], [-3.018, -1.510, -0.501], [-4.033, 0.610, 0.036], [-0.787, 1.826, 3.220], [0.427, 2.237, 3.100], [1.364, 1.828, 3.988], [2.673, 2.237, 3.919], [3.064, 3.082, 2.883], [2.116, 3.487, 1.970], [0.773, 3.099, 2.075], [-0.445, 3.663, 1.035], [0.995, 1.170, 4.759], [3.376, 1.901, 4.668], [4.092, 3.408, 2.796], [2.377, 4.138, 1.148]], "mulliken_charge": [1.012, -1.078, 0.994, -0.380, 0.030, -0.853, -0.414, -0.724, -0.468, 0.362, -1.504, 1.077, -1.233, -0.366, -1.056, -0.349, 0.408, 0.680, -0.868, -0.417, -0.661, -0.055, -0.165, 0.196, 0.494, 0.243, 0.421, 0.427, 0.382, 0.399, 0.479, 0.388, 0.448, 0.431, 0.389, 0.427, 0.447, 0.351, 0.372, 0.378, 0.390, -0.802, 1.046, -0.651, -0.556, -0.694, -0.677, 0.586, -0.061, -0.865, -0.189, -0.841, 0.317, -0.251, 0.452, 0.384, 0.374, 0.393]}

{"formula": "C5H8N2", "method": "wB97M-V/def2-TZVPD", "orbital_gap_ha": 0.304, "homo_energy_ev": -8.2, "charge": 0, "e_lumo_ev": 0.063, "elements": ["C", "C", "C", "C", "N", "C", "N", "H", "H", "H", "H", "H", "H", "H", "H"], "xyz": [[2.177, -0.564, 0.169], [0.893, -0.433, 0.508], [-0.296, -1.074, -0.021], [-1.313, -0.200, 0.177], [-2.609, -0.244, -0.262], [-0.879, 0.991, 0.996], [0.397, 0.705, 1.213], [2.928, 0.138, 0.520], [2.483, -1.329, -0.536], [0.999, 1.233, -1.313], [-0.294, -2.007, -0.570], [-3.065, 0.657, -0.273], [-2.807, -0.825, -1.063], [0.358, 1.603, -1.213], [1.029, 1.350, 1.668]], "mulliken_charge": [-0.840, 0.025, -0.393, 0.764, -0.526, -0.843, 0.191, 0.265, 0.275, -0.008, 0.379, 0.245, 0.236, 0.031, 0.198]}

{"formula": "C20H70N8O15", "method": "wB97M-V/def2-TZVPD", "orbital_gap_ha": 0.330, "homo_energy_ev": -9.0, "charge": 0, "e_lumo_ev": -0.009, "elements": ["C", "C", "O", "H", "H", "H", "H", "H", "H", "C", "C", "O", "H", "H", "H", "H", "H", "H", "C", "C", "O", "H", "H", "H", "H", "H", "H", "C", "C", "O", "H", "H", "H", "H", "H", "H", "C", "C", "O", "H", "H", "H", "H", "H", "H", "C", "O", "N", "N", "H", "H", "H", "H", "C", "O", "N", "N", "H", "H", "H", "H", "C", "O", "N", "N", "H", "H", "H", "H", "C", "O", "N", "N", "H", "H", "H", "H", "C", "O", "H", "H", "H", "H", "C", "O", "H", "H", "H", "H", "C", "O", "H", "H", "H", "H", "C", "O", "H", "H", "H", "H", "C", "O", "H", "H", "H", "H", "C", "O", "H", "H", "H", "H"], "xyz": [[-9.491, -10.315, -16.633], [-8.215, -11.116, -16.535], [-8.263, -12.401, -17.104], [-10.350, -10.875, -16.251], [-9.684, -10.187, -17.733], [-9.484, -9.273, -16.225], [-7.950, -11.289, -15.494], [-7.397, -10.455, -16.940], [-7.496, -12.828, -16.725], [-8.920, -9.796, -12.675], [-10.188, -9.045, -12.388], [-10.647, -8.505, -13.556], [-8.586, -10.379, -11.840], [-8.070, -9.257, -13.076], [-9.216, -10.558, -13.447], [-9.834, -8.202, -11.783], [-10.890, -9.500, -11.805], [-11.611, -8.511, -13.448], [-12.157, -11.937, -13.872], [-11.498, -13.118, -14.435], [-10.156, -13.051, -13.952], [-12.365, -12.234, -12.851], [-13.131, -11.777, -14.308], [-11.597, -10.997, -13.980], [-11.461, -13.247, -15.469], [-11.948, -14.038, -13.981], [-9.623, -13.812, -14.240], [-5.896, -11.471, -13.032], [-5.163, -10.458, -13.897], [-5.122, -10.988, -15.156], [-6.227, -11.117, -12.005], [-5.358, -12.411, -13.038], [-6.879, -11.563, -13.455], [-4.156, -10.330, -13.519], [-5.546, -9.465, -13.798], [-5.187, -10.293, -15.804], [-7.545, -5.796, -12.294], [-6.923, -6.598, -11.150], [-6.431, -7.869, -11.543], [-7.783, -4.799, -12.014], [-8.516, -6.231, -12.540], [-6.879, -5.821, -13.200], [-7.765, -6.753, -10.395], [-6.144, -6.030, -10.691], [-5.750, -8.036, -10.948], [-8.732, -13.205, -10.436], [-8.813, -13.181, -9.010], [-7.620, -13.493, -11.086], [-9.684, -12.871, -11.234], [-6.866, -13.861, -10.447], [-7.633, -13.682, -12.102], [-10.510, -12.386, -10.831], [-9.709, -12.694, -12.224], [-11.467, -10.965, -8.670], [-11.584, -11.333, -10.026], [-10.540, -11.448, -7.890], [-12.309, -10.086, -8.131], [-10.039, -12.236, -8.278], [-10.266, -11.199, -6.927], [-12.895, -9.535, -8.704], [-12.166, -9.846, -7.184], [-14.835, -8.250, -13.534], [-13.458, -8.482, -13.597], [-15.546, -8.799, -12.600], [-15.396, -7.327, -14.214], [-15.002, -9.412, -11.946], [-16.496, -8.280, -12.469], [-14.894, -6.857, -14.914], [-16.492, -7.197, -14.182], [-11.240, -5.018, -13.289], [-11.026, -5.561, -12.012], [-11.904, -3.852, -13.651], [-10.875, -5.711, -14.311], [-12.189, -3.314, -12.765], [-12.265, -3.624, -14.630], [-10.487, -6.594, -14.141], [-11.444, -5.634, -15.177], [-15.094, -11.474, -10.622], [-14.128, -10.457, -10.941], [-16.104, -11.194, -10.652], [-14.941, -11.857, -9.581], [-14.968, -12.272, -11.296], [-13.288, -10.809, -10.588], [-7.495, -7.692, -15.021], [-7.399, -6.678, -16.031], [-6.858, -7.626, -14.191], [-7.392, -8.694, -15.454], [-8.518, -7.528, -14.637], [-7.984, -6.923, -16.710], [-6.874, -10.217, -9.020], [-7.503, -11.102, -8.112], [-5.996, -10.746, -9.373], [-6.488, -9.327, -8.462], [-7.422, -9.805, -9.873], [-8.298, -11.469, -8.539], [-10.423, -7.713, -9.162], [-10.609, -6.374, -9.516], [-10.611, -7.918, -8.076], [-9.376, -7.998, -9.377], [-11.118, -8.428, -9.714], [-10.732, -6.253, -10.485], [-13.389, -7.259, -10.534], [-13.715, -5.872, -10.713], [-14.322, -7.759, -10.588], [-13.090, -7.767, -9.550], [-12.725, -7.623, -11.398], [-13.917, -5.721, -11.646], [-12.272, -8.507, -16.262], [-12.086, -8.654, -17.698], [-12.042, -9.382, -15.549], [-13.231, -7.972, -16.034], [-11.549, -7.858, -15.986], [-11.182, -8.837, -17.788]], "mulliken_charge": [-0.826, 0.501, -0.608, 0.421, 0.469, -0.041, -0.544, 0.213, 0.375, 1.906, 0.029, 2.205, -0.254, -0.461, -0.942, -0.664, 0.127, -0.805, 0.205, -0.791, -0.346, 0.076, 0.451, -0.647, 0.481, 0.359, 0.155, -0.251, -0.026, -0.579, 0.022, 0.535, -0.434, 0.404, -0.093, 0.353, -0.817, -0.332, -0.348, 0.518, -0.131, 0.328, 0.045, 0.608, 0.257, 0.564, -0.886, -0.253, 0.235, 0.263, 0.166, 0.310, -0.184, 0.468, -0.767, -0.316, -0.245, 0.359, 0.162, 0.033, 0.240, 0.156, -0.249, -0.187, -0.391, 0.288, 0.225, 0.238, 0.215, 0.210, -0.541, -0.498, -0.045, 0.321, 0.187, -0.512, 0.297, -0.985, -0.543, 0.423, 0.305, 0.333, -0.054, 0.192, -0.646, 0.170, -0.332, 0.122, 0.314, -0.349, -0.584, 0.356, 0.324, -0.132, 0.321, 0.650, -0.583, 0.365, -0.263, -0.668, 0.555, -0.208, -0.639, 0.496, 0.217, -0.195, 0.315, -0.228, -0.587, 0.223, -0.077, 0.109, 0.320]}

{"formula": "C5H5NO", "method": "wB97M-V/def2-TZVPD", "orbital_gap_ha": 0.292, "homo_energy_ev": -7.9, "charge": 0, "e_lumo_ev": 0.064, "elements": ["N", "C", "C", "O", "C", "C", "C", "H", "H", "H", "H", "H"], "xyz": [[-0.583, -0.560, -2.719], [-0.978, -1.166, -1.596], [-0.480, -0.261, -0.672], [-1.140, 0.748, -0.108], [-0.042, 0.950, 0.830], [0.202, -0.333, 1.542], [0.755, -0.105, 0.141], [-0.049, 0.289, -2.476], [0.167, 1.955, 1.156], [0.954, -0.306, 2.324], [-0.611, -1.042, 1.696], [1.806, -0.169, -0.119]], "mulliken_charge": [-0.418, -0.312, 0.375, -0.313, 0.021, -0.585, -0.271, 0.214, 0.399, 0.274, 0.229, 0.388]}

{"formula": "C28H25N2O5ReS3Sb", "method": "wB97M-V/def2-TZVPD", "orbital_gap_ha": [0.262, 0.277], "homo_energy_ev": [-8.5, -8.5], "charge": 0, "spin_multiplicity": 2, "s_squared": 0.8205, "e_lumo_ev": [-1.333, -0.989], "elements": ["Re", "S", "C", "N", "C", "C", "C", "C", "C", "C", "S", "H", "H", "H", "H", "N", "C", "O", "C", "C", "H", "H", "H", "H", "H", "H", "C", "C", "C", "C", "C", "C", "Sb", "C", "C", "C", "C", "C", "C", "C", "C", "C", "C", "C", "C", "H", "H", "H", "H", "H", "H", "H", "H", "H", "H", "H", "H", "H", "H", "H", "O", "S", "O", "O", "O"], "xyz": [[1.239, -0.903, 0.191], [1.224, -1.537, 2.464], [2.901, -1.765, 2.099], [3.136, -1.551, 0.821], [4.453, -1.791, 0.460], [4.992, -1.703, -0.819], [6.333, -1.993, -0.977], [7.125, -2.369, 0.113], [6.588, -2.476, 1.383], [5.239, -2.187, 1.545], [4.275, -2.271, 3.003], [4.352, -1.448, -1.653], [6.777, -1.940, -1.962], [8.172, -2.592, -0.040], [7.199, -2.783, 2.221], [2.180, 1.599, -2.988], [1.762, 1.872, -1.728], [0.700, 2.429, -1.504], [2.704, 1.523, -0.599], [1.944, 1.042, 0.646], [1.496, 1.711, -3.720], [2.895, 0.908, -3.131], [3.232, 2.455, -0.365], [3.466, 0.806, -0.914], [1.188, 1.781, 0.912], [2.642, 0.985, 1.487], [-5.156, -2.657, 1.087], [-3.983, -3.273, 0.685], [-2.857, -2.514, 0.382], [-2.909, -1.128, 0.482], [-4.094, -0.513, 0.888], [-5.212, -1.273, 1.191], [-1.297, 0.171, 0.001], [-2.319, 1.181, -1.572], [-2.192, 2.536, -1.863], [-2.974, 3.108, -2.857], [-3.866, 2.332, -3.582], [-3.974, 0.977, -3.315], [-3.207, 0.403, -2.310], [-1.531, 1.436, 1.686], [-1.503, 2.826, 1.627], [-1.592, 3.579, 2.791], [-1.704, 2.951, 4.022], [-1.728, 1.565, 4.090], [-1.640, 0.813, 2.928], [-6.030, -3.253, 1.321], [-3.936, -4.351, 0.602], [-1.943, -3.001, 0.071], [-4.149, 0.568, 0.967], [-6.126, -0.786, 1.505], [-1.463, 3.145, -1.354], [-2.873, 4.165, -3.072], [-4.469, 2.783, -4.361], [-4.655, 0.359, -3.886], [-3.303, -0.657, -2.114], [-1.415, 3.336, 0.677], [-1.574, 4.660, 2.734], [-1.773, 3.539, 4.928], [-1.818, 1.068, 5.048], [-1.678, -0.270, 2.994], [-0.572, -1.660, -2.626], [0.472, -2.397, -1.977], [1.687, -1.392, -1.641], [0.121, -2.633, -0.504], [1.019, -3.546, -2.614]], "mulliken_charge": [1.481, -0.445, 0.609, 0.092, -0.324, -0.115, -0.811, -0.484, -0.521, 0.618, -0.249, 0.481, 0.394, 0.383, 0.394, -0.343, 0.434, -0.533, -0.518, -1.039, 0.264, 0.204, 0.522, 0.024, 0.399, 0.570, -0.487, -0.651, -0.535, 0.261, -0.301, -0.747, 0.837, 0.842, -0.353, -0.816, -0.488, -0.766, -0.389, 0.828, -0.220, -0.710, -0.543, -0.793, -0.683, 0.376, 0.423, 0.458, 0.369, 0.411, 0.307, 0.397, 0.381, 0.411, 0.394, 0.158, 0.427, 0.371, 0.416, 0.450, -0.593, 0.896, -0.442, -0.742, -0.647]}

{"formula": "C2H5NOS", "method": "wB97M-V/def2-TZVPD", "orbital_gap_ha": 0.334, "homo_energy_ev": -8.4, "charge": 0, "e_lumo_ev": 0.684, "elements": ["C", "C", "H", "H", "H", "H", "H", "N", "O", "S"], "xyz": [[-1.765, -0.890, 0.298], [0.810, 0.837, 0.187], [-0.875, -1.427, 0.746], [-2.410, -0.489, 1.096], [-2.302, -1.581, -0.373], [-0.965, 1.972, 0.355], [1.380, 1.689, 0.564], [-0.467, 1.089, 0.036], [-1.371, 0.200, -0.555], [1.571, -0.566, -0.069]], "mulliken_charge": [-0.450, -0.057, 0.228, 0.243, 0.209, 0.261, 0.298, -0.126, -0.262, -0.345]}